{
  "formula": "C41H110F3MnN10O13S",
  "method": "ωB97M-V with the def2-TZVPD basis set",
  "species": ["Mn", "C", "F", "F", "F", "S", "O", "O", "O", "C", "C", "C", "O", "C", "N", "H", "H", "H", "H", "H", "H", "H", "H", "H", "H", "H", "C", "C", "C", "O", "C", "N", "H", "H", "H", "H", "H", "H", "H", "H", "H", "H", "H", "C", "C", "C", "O", "C", "N", "H", "H", "H", "H", "H", "H", "H", "H", "H", "H", "H", "C", "C", "C", "O", "C", "N", "H", "H", "H", "H", "H", "H", "H", "H", "H", "H", "H", "C", "C", "C", "O", "C", "N", "H", "H", "H", "H", "H", "H", "H", "H", "H", "H", "H", "C", "C", "C", "O", "C", "N", "H", "H", "H", "H", "H", "H", "H", "H", "H", "H", "H", "C", "C", "C", "O", "C", "N", "H", "H", "H", "H", "H", "H", "H", "H", "H", "H", "H", "C", "C", "C", "O", "C", "N", "H", "H", "H", "H", "H", "H", "H", "H", "H", "H", "H", "C", "C", "C", "O", "C", "N", "H", "H", "H", "H", "H", "H", "H", "H", "H", "H", "H", "C", "C", "C", "O", "C", "N", "H", "H", "H", "H", "H", "H", "H", "H", "H", "H", "H"],
  "xyz": [[-3.6738, 0.0014, 2.0871], [-0.0855, 0.9584, -0.8319], [-0.7110, 1.1203, -1.9844], [1.2147, 0.7603, -1.0292], [-0.1609, 2.0706, -0.0849], [-0.8278, -0.4664, 0.1362], [-0.8783, -1.5776, -0.8158], [0.0651, -0.7390, 1.2519], [-2.1863, -0.1112, 0.5945], [-0.6363, 1.3940, 4.9604], [-1.1788, 0.6453, 3.7555], [-1.5473, -0.7990, 4.1458], [-2.2402, -1.4688, 3.0864], [-2.7771, -2.7071, 3.5807], [-2.4348, 1.3248, 3.3054], [-0.5255, 2.4573, 4.7481], [0.2425, 0.9084, 5.3851], [-1.3390, 1.3667, 5.8050], [-0.4576, 0.5273, 2.9459], [-2.2340, -0.7573, 5.0136], [-0.7885, -1.4058, 4.6511], [-3.5025, -3.0212, 2.8340], [-3.3495, -2.5955, 4.5106], [-1.9715, -3.3966, 3.8303], [-2.1314, 2.2562, 3.0194], [-2.8908, 1.5181, 4.2011], [-3.7285, 2.3510, -1.0490], [-3.7659, 2.6683, 0.4627], [-4.2394, 4.0986, 0.6786], [-4.0932, 4.3490, 2.0701], [-4.5109, 5.6333, 2.4786], [-4.6807, 1.6717, 1.0943], [-4.7272, 2.0203, -1.3430], [-3.0501, 1.5393, -1.2980], [-3.4945, 3.2163, -1.6681], [-2.7950, 2.5725, 0.9459], [-5.2462, 4.2941, 0.2953], [-3.5414, 4.7391, 0.1311], [-4.1577, 6.4473, 1.8455], [-4.2482, 5.7006, 3.5350], [-5.6098, 5.6765, 2.5270], [-5.2104, 2.2282, 1.7829], [-5.4709, 1.5832, 0.4503], [4.3380, -3.6994, 4.3683], [4.8749, -2.4513, 5.0740], [3.9338, -1.2508, 4.9955], [3.8830, -0.8746, 3.6323], [2.6196, -0.7585, 3.0673], [5.0113, -2.8759, 6.4887], [5.0598, -4.5111, 4.4611], [4.2099, -3.4889, 3.3024], [3.3728, -4.0263, 4.7519], [5.8726, -2.1442, 4.7507], [4.5153, -0.4712, 5.5090], [2.9970, -1.3716, 5.5404], [1.8175, -0.4979, 3.7725], [2.2353, -1.6619, 2.5750], [2.4989, -0.0408, 2.2502], [5.6814, -3.6380, 6.5358], [5.4855, -2.1562, 7.0351], [-4.3013, -2.0288, -1.7233], [-5.1624, -1.4303, -0.6591], [-6.5085, -2.1441, -0.5804], [-7.2779, -1.5337, 0.4490], [-8.6126, -1.9660, 0.4927], [-4.5182, -1.5157, 0.6739], [-3.3804, -1.5472, -2.0382], [-4.8858, -2.1433, -2.6419], [-3.9868, -3.0556, -1.4970], [-5.4158, -0.4104, -0.9661], [-6.3593, -3.1887, -0.2693], [-7.0704, -2.1668, -1.5174], [-8.7852, -3.0462, 0.4548], [-9.2303, -1.5109, -0.2862], [-9.0465, -1.6624, 1.4462], [-5.3469, -1.5752, 1.2885], [-4.1608, -2.4732, 0.7251], [1.2607, -4.3686, 1.3398], [0.0946, -5.0554, 0.5766], [-0.2584, -6.3837, 1.2382], [0.7265, -7.3137, 0.8776], [0.6269, -8.4961, 1.6020], [-1.0114, -4.0979, 0.5415], [2.1234, -5.0401, 1.4222], [0.9588, -4.2419, 2.3846], [1.5561, -3.4285, 0.8832], [0.3657, -5.2977, -0.4506], [-1.2964, -6.6211, 0.9683], [-0.3126, -6.2463, 2.3294], [-0.2620, -9.1240, 1.4268], [0.5721, -8.3414, 2.6893], [1.4537, -9.1722, 1.3847], [-0.7226, -3.2705, 0.0081], [-1.1555, -3.7218, 1.4737], [4.7031, 5.6003, 4.9073], [3.8778, 4.4748, 4.2919], [2.6359, 4.9498, 3.5064], [1.5935, 4.0006, 3.4301], [1.5457, 3.3787, 2.1402], [4.7428, 3.6711, 3.4351], [5.0554, 6.3399, 4.1863], [5.5947, 5.3593, 5.4935], [4.1106, 6.0858, 5.6932], [3.5165, 3.8701, 5.1351], [2.8588, 5.4397, 2.5544], [2.2647, 5.7815, 4.1201], [0.8083, 2.5795, 2.2344], [2.5066, 2.9716, 1.8339], [1.1652, 4.1124, 1.4259], [4.2485, 3.0709, 2.7878], [5.2826, 3.0282, 4.0065], [3.9567, -1.9023, -0.3954], [4.0886, -1.0773, -1.6726], [4.8448, 0.2016, -1.4360], [4.8061, 1.0121, -2.5965], [5.8278, 1.9746, -2.6089], [4.7568, -1.9458, -2.6528], [3.2008, -1.4457, 0.2513], [4.8932, -1.9540, 0.1633], [3.6886, -2.9332, -0.6223], [3.1144, -0.8117, -2.1095], [5.8757, -0.0359, -1.1484], [4.3923, 0.7409, -0.5934], [5.8873, 2.4728, -3.5738], [6.8206, 1.5835, -2.3535], [5.5846, 2.6698, -1.7887], [4.9397, -1.3570, -3.4620], [4.1995, -2.7456, -2.9196], [2.9461, 5.1065, -3.4629], [2.2370, 4.8761, -2.1106], [0.7994, 4.4496, -2.3393], [0.0975, 5.3129, -3.2039], [-0.1642, 6.5705, -2.6018], [2.9681, 3.9594, -1.2318], [2.5813, 4.4717, -4.2686], [4.0197, 4.9304, -3.3405], [2.9633, 6.1582, -3.7589], [2.1951, 5.8270, -1.5681], [0.2781, 4.4008, -1.3757], [0.8715, 3.4134, -2.6866], [-0.2897, 6.5724, -1.5144], [-1.0423, 7.0313, -3.0452], [0.7121, 7.1977, -2.7886], [3.0925, 3.0736, -1.7157], [3.8641, 4.3998, -1.0721], [0.9208, -1.5250, -3.9707], [0.2273, -2.8996, -4.0175], [0.9382, -3.8798, -3.0859], [2.2908, -4.0784, -3.4292], [2.9329, -5.1914, -2.8427], [-1.1671, -2.7381, -3.6084], [0.4880, -0.8291, -4.6889], [1.9966, -1.5201, -4.1540], [0.8207, -1.1356, -2.9523], [0.2610, -3.2397, -5.0524], [0.4120, -4.8466, -3.0906], [0.8604, -3.5420, -2.0442], [2.5341, -6.1166, -3.2707], [2.8344, -5.2275, -1.7538], [3.9798, -5.0939, -3.1222], [-1.2503, -2.2547, -2.7205], [-1.5305, -3.6734, -3.4385], [-2.6071, 0.2553, -4.5679], [-3.0857, 1.0396, -5.7989], [-2.9831, 0.3593, -7.1583], [-1.7702, -0.3550, -7.3112], [-0.6064, 0.4091, -7.5105], [-4.3637, 1.7387, -5.5600], [-2.8581, 0.8278, -3.6727], [-1.5356, 0.1178, -4.6744], [-3.1103, -0.6986, -4.4102], [-2.3387, 1.8409, -5.8538], [-3.0817, 1.1254, -7.9364], [-3.7575, -0.3968, -7.3078], [-0.6617, 1.0123, -8.4240], [0.1635, -0.3393, -7.7182], [-0.3273, 0.9583, -6.6060], [-5.1002, 1.0512, -5.7283], [-4.5447, 2.4184, -6.2950]],
  "atomic_forces_ev_per_a": [[1.22, -0.20, -1.59], [0.35, 0.00, 0.87], [0.04, 0.11, 0.08], [-0.36, -0.46, -0.26], [-0.63, 0.15, -0.11], [0.60, -3.06, 0.36], [-0.01, 1.73, 0.18], [-0.17, 1.02, -0.64], [0.54, 1.32, -0.62], [-0.29, -0.29, 0.56], [0.16, -1.37, 0.51], [-0.92, 0.63, 1.36], [-0.23, -0.06, 0.96], [-0.40, 0.27, 0.13], [0.47, 0.01, 0.86], [0.67, -0.09, -0.12], [0.39, 0.42, -0.39], [-0.31, -0.16, -0.23], [-0.15, 0.57, -0.15], [-0.43, 0.39, -0.25], [0.75, 0.05, -1.09], [0.44, -0.63, -0.12], [0.09, 0.47, 0.00], [-0.04, -0.25, -0.55], [-0.36, -0.04, -0.43], [-0.26, 0.10, -0.16], [-0.05, -0.08, 0.36], [-0.24, 0.03, -1.31], [1.00, -0.12, 0.42], [-0.16, -0.26, -0.42], [-1.18, -0.32, 0.83], [-1.57, 1.27, 0.70], [-0.04, 0.09, -0.18], [0.05, 0.02, 0.10], [0.18, 0.01, 0.12], [0.10, -0.01, -0.23], [-0.18, -0.12, 0.17], [-0.09, 0.15, -0.11], [0.35, -0.06, 0.15], [0.55, 0.43, -0.24], [0.03, 0.06, -0.46], [0.63, -0.25, 0.52], [0.40, -0.75, -0.33], [0.42, 0.66, -0.97], [-0.62, -1.36, 1.39], [2.08, 0.14, 0.07], [-0.51, 0.50, -0.17], [-1.81, -0.37, -0.64], [0.28, 0.52, 0.49], [-0.08, -0.09, 0.00], [0.04, -0.11, 0.00], [0.05, 0.13, 0.30], [-0.25, 0.00, -0.80], [-0.47, 0.28, 0.12], [-0.27, -0.28, -0.46], [0.30, 0.14, 0.34], [0.41, -0.44, 0.27], [0.87, 0.40, 0.22], [-0.24, -0.19, -0.14], [-0.28, 0.13, -0.09], [0.29, -1.28, -1.22], [-0.47, 0.29, -0.62], [-0.25, -0.67, 0.50], [0.37, 0.19, -0.08], [-1.13, 0.03, 0.44], [-1.40, -0.34, 1.13], [-0.04, 0.62, 0.49], [-0.06, 0.17, 0.04], [-0.13, 0.04, 0.34], [0.38, 0.24, 0.54], [0.16, -0.11, -0.27], [0.22, 0.29, -0.15], [0.60, -0.12, -0.20], [0.21, 0.04, -0.19], [0.20, 0.21, 0.01], [0.00, -0.16, -0.08], [0.47, 0.25, -0.06], [0.22, -1.42, -0.16], [0.76, 0.88, 0.83], [-0.60, 1.12, 0.10], [-0.39, -0.06, -0.05], [-0.33, -1.42, 0.87], [-0.60, -0.09, -0.27], [0.09, 0.15, -0.30], [-0.20, 0.41, -0.08], [-0.02, 0.11, 0.05], [0.11, 0.12, -0.07], [0.19, -0.58, -0.44], [0.33, -0.09, 0.13], [-0.22, 0.51, -0.57], [0.39, 0.34, -0.04], [0.27, 0.43, -0.08], [-0.18, -0.58, 0.08], [0.07, -0.11, 0.14], [-0.33, 0.91, 0.62], [0.36, -0.63, -0.34], [0.25, 1.40, 1.73], [0.50, -0.41, -0.61], [-0.75, 0.31, 0.78], [0.49, -0.52, -0.16], [-0.29, 0.00, -0.14], [0.00, -0.93, -0.45], [-0.24, 0.30, -0.40], [-0.35, 0.06, -0.08], [0.26, -0.51, -0.27], [-0.29, -0.10, -0.03], [0.14, -0.13, -0.13], [-0.04, 0.01, -0.20], [0.27, -0.14, -0.32], [-0.23, 0.12, 0.08], [0.18, 0.17, -0.08], [-0.36, 0.60, 0.24], [-0.36, -1.34, -0.52], [0.08, -0.04, 0.18], [0.21, -0.65, -0.55], [0.00, 0.45, 1.07], [1.02, 1.10, -0.07], [-0.01, -0.23, 0.11], [0.10, 0.14, -0.12], [-0.23, 0.05, -0.07], [-0.19, 0.13, 0.60], [0.09, 0.00, -0.15], [-0.07, 0.05, 0.07], [-0.27, -0.01, 0.04], [-0.12, -0.34, -0.22], [0.29, 0.44, -0.37], [0.01, -0.49, -0.19], [-0.32, 0.22, -0.05], [0.73, 0.48, 0.39], [0.41, 0.84, -0.32], [0.41, -0.40, 0.92], [-0.52, -0.50, 0.27], [0.86, 0.39, -0.31], [-0.90, 0.03, -0.08], [-0.10, 0.06, -0.01], [-0.07, -0.39, 0.06], [-0.64, -0.06, -0.24], [0.17, 0.04, -0.06], [0.01, 0.01, 0.10], [-0.58, 0.17, -0.69], [-0.14, -0.55, 0.05], [-0.02, -0.16, -0.22], [-0.17, 0.37, -0.01], [0.35, 0.01, 0.08], [0.22, -0.41, 0.08], [0.04, -0.02, 0.34], [0.83, 0.99, 0.32], [-0.01, -0.71, 0.23], [0.09, 0.54, -0.23], [-0.26, 0.04, -0.37], [-0.22, -0.58, -0.19], [-0.21, -0.02, 0.10], [-0.03, -0.52, -0.17], [-0.21, 0.17, -0.09], [-0.05, -0.33, 0.03], [-0.06, -0.07, -0.24], [0.03, 0.36, 0.06], [0.01, -0.10, 0.12], [-0.03, 0.12, 0.06], [0.07, -0.16, 0.15], [0.36, 0.04, -0.03], [-0.25, 0.11, -0.10], [-0.88, 0.00, -0.42], [0.74, 1.30, 0.50], [0.25, -0.54, 0.25], [-0.38, -0.12, -0.09], [0.24, -0.81, -0.22], [-0.39, -0.84, -0.43], [0.31, 0.31, -0.10], [-0.03, -0.33, 0.33], [0.20, -0.27, -0.38], [-0.11, 0.20, -0.02], [-0.06, 0.00, -0.09], [-0.16, 0.09, 0.09], [-0.17, 0.41, 0.31], [0.11, 0.18, 0.20], [0.04, 0.32, -0.25], [-0.08, 0.06, 0.31], [0.30, 0.12, 0.07]],
  "homo_ev": [-10.0009, -10.0009],
  "charge": 1,
  "multiplicity": 6
}